1.
The following is a DFT calculation (the ωB97M-V functional and the def2-TZVPD basis) of a structure of composition C21H20Cl4N4O4ReS.

Summary:
HOMO (spin up / spin down) in eV: -7.98 / -7.81
E in eV: -99310.4989
Multiplicity: 2

XYZ file:
```
55
C21H20Cl4N4O4ReS | the Open Molecules 2025 dataset | the ωB97M-V functional and the def2-TZVPD basis
Re -0.106 -0.297 0.835
Cl -4.133 5.436 -0.613
C -3.500 3.901 -0.099
C -2.230 3.525 -0.474
C -1.780 2.296 -0.031
Cl -0.204 1.697 -0.529
C -2.508 1.417 0.753
O -2.028 0.238 1.141
C -3.798 1.838 1.091
Cl -4.779 0.789 2.053
C -4.286 3.062 0.679
H -1.611 4.168 -1.086
H -5.284 3.362 0.966
C 3.512 -3.974 -1.453
C 4.114 -3.866 -0.053
C 3.912 -2.483 0.587
C 4.487 -2.464 2.017
C 4.286 -1.138 2.749
C 4.678 -1.486 -0.240
O 5.866 -1.574 -0.450
N 3.935 -0.468 -0.794
C 2.579 -0.233 -0.637
O 2.098 0.652 -1.326
N 1.833 -1.033 0.220
C 2.409 -2.218 0.699
O 1.756 -3.076 1.247
H 3.708 -4.956 -1.884
H 3.938 -3.230 -2.136
H 2.425 -3.839 -1.429
H 5.188 -4.053 -0.087
H 3.660 -4.597 0.614
H 5.548 -2.698 1.933
H 4.002 -3.274 2.558
H 4.733 -0.302 2.202
H 4.756 -1.169 3.732
H 3.226 -0.915 2.898
H 4.414 0.171 -1.409
N -0.820 -1.174 -1.070
C -1.442 -2.495 -1.155
C -0.829 -3.585 -0.563
C -1.439 -4.828 -0.667
C -2.646 -4.971 -1.343
C -3.244 -3.865 -1.928
C -2.636 -2.621 -1.839
H -1.453 -0.488 -1.468
H 0.029 -1.138 -1.632
H 0.100 -3.467 -0.014
H -0.970 -5.685 -0.197
H -3.122 -5.942 -1.407
H -4.185 -3.964 -2.456
H -3.103 -1.751 -2.293
S -1.397 -3.988 3.368
C -0.906 -2.763 2.509
N -0.516 -1.860 1.835
Cl 0.787 0.886 2.552
```


2.
The following is a DFT calculation (the ωB97M-V functional and the def2-TZVPD basis) of the molecule C21H20ClN3O2.

Summary:
ΔE to the lowest compared entry with this formula, charge and spin in kcal per mole: 1.8
HOMO in eV: -7.95
SMILES: O=C(Cn1ccc2ccccc2c1=O)N1CCN(c2cccc(Cl)c2)CC1
E in eV: -43190.5585
Multiplicity: 1

XYZ file:
```
47
C21H20ClN3O2 | the Open Molecules 2025 dataset | the ωB97M-V functional and the def2-TZVPD basis
O 0.899 2.624 0.880
C 0.522 1.465 0.847
N -0.415 1.029 -0.013
C -0.927 -0.333 -0.079
H -1.451 -0.574 0.854
C -1.926 -0.431 -1.232
N -2.983 0.536 -1.070
C -4.210 0.219 -0.530
C -4.525 -1.060 -0.057
C -5.788 -1.330 0.433
C -6.777 -0.364 0.490
C -6.467 0.904 0.029
C -5.216 1.197 -0.473
H -5.024 2.189 -0.844
H -7.219 1.677 0.057
H -7.754 -0.597 0.880
Cl -6.127 -2.929 1.008
H -3.800 -1.857 -0.048
C -2.507 1.908 -0.961
H -2.877 2.511 -1.800
C -0.981 1.971 -0.958
H -0.654 2.968 -0.655
H -0.583 1.775 -1.960
H -2.883 2.348 -0.029
H -1.421 -0.243 -2.185
H -2.336 -1.437 -1.283
H -0.109 -1.047 -0.223
C 1.170 0.434 1.782
N 2.511 0.157 1.302
C 3.490 1.083 1.519
C 4.752 0.914 1.077
C 5.093 -0.268 0.355
C 6.387 -0.521 -0.121
C 6.663 -1.676 -0.813
C 5.658 -2.614 -1.054
C 4.381 -2.385 -0.599
C 4.083 -1.216 0.109
C 2.719 -0.998 0.569
O 1.789 -1.765 0.347
H 3.584 -3.092 -0.771
H 5.887 -3.518 -1.598
H 7.663 -1.862 -1.175
H 7.164 0.206 0.066
H 5.503 1.663 1.266
H 3.177 1.966 2.054
H 1.235 0.883 2.777
H 0.630 -0.509 1.829
```


3.
The following is a DFT calculation (the ωB97M-V functional and the def2-TZVPD basis) of the molecule C21H20ClN3O2.

Summary:
ΔE to the lowest compared entry with this formula, charge and spin in kcal per mole: 4.0
HOMO in eV: -8.74
SMILES: C[C@@H](NC(=O)c1cc(-c2ccncc2)nc2ccc(Cl)cc12)[C@H]1CCCO1
E in eV: -43190.4655
Multiplicity: 1

XYZ file:
```
47
C21H20ClN3O2 | the Open Molecules 2025 dataset | the ωB97M-V functional and the def2-TZVPD basis
C 2.493 0.438 -3.263
H 3.107 1.098 -3.869
H 1.675 0.064 -3.873
H 3.104 -0.404 -2.944
C 1.948 1.184 -2.053
N 1.122 0.307 -1.252
C -0.034 0.736 -0.695
O -0.556 1.799 -0.961
C -0.678 -0.273 0.209
C -1.939 -0.717 -0.097
C -2.557 -1.690 0.722
N -1.968 -2.177 1.790
C -0.749 -1.739 2.134
C -0.156 -2.268 3.303
C 1.074 -1.840 3.713
C 1.751 -0.856 2.972
C 1.220 -0.320 1.829
C -0.037 -0.765 1.376
H 1.747 0.459 1.298
Cl 3.292 -0.314 3.532
H 1.532 -2.237 4.605
H -0.709 -3.008 3.859
C -3.901 -2.205 0.422
C -4.438 -2.206 -0.864
C -5.714 -2.714 -1.048
N -6.457 -3.202 -0.070
C -5.945 -3.210 1.150
C -4.683 -2.731 1.451
H -4.293 -2.751 2.456
H -6.585 -3.622 1.920
H -6.166 -2.733 -2.031
H -3.875 -1.840 -1.709
H -2.452 -0.311 -0.955
H 1.545 -0.543 -0.913
H 1.286 1.998 -2.367
C 3.093 1.768 -1.183
C 3.654 3.077 -1.779
H 4.734 3.024 -1.899
C 3.251 4.154 -0.761
H 2.841 5.044 -1.233
C 2.214 3.435 0.105
H 2.194 3.776 1.140
H 1.207 3.519 -0.323
O 2.628 2.082 0.114
H 4.107 4.442 -0.152
H 3.209 3.271 -2.754
H 3.864 0.999 -1.054
```


4.
The following is a DFT calculation (the ωB97M-V functional and the def2-TZVPD basis) of a structure of composition C21H20ClO2PPt.

Summary:
ΔE to the lowest compared entry with this formula, charge and spin in kcal per mole: 24.5
HOMO (spin up / spin down) in eV: -14.54 / -14.62
Total charge: +2
E in eV: -51233.6238
Multiplicity: 5

XYZ file:
```
46
C21H20ClO2PPt | the Open Molecules 2025 dataset | the ωB97M-V functional and the def2-TZVPD basis
Cl 0.860 2.593 -2.722
C -2.291 4.260 1.130
C -2.828 3.000 1.573
C -3.132 2.228 0.402
H -2.922 2.672 2.591
C -2.793 3.020 -0.752
C -2.348 4.286 -0.271
H -1.997 5.080 -0.954
H -2.021 5.106 1.787
H -3.496 1.209 0.362
C -2.947 2.601 -2.159
Pt 0.103 1.059 0.322
C -0.716 0.420 1.751
C 0.932 2.742 0.502
O -1.119 -0.022 2.742
O 1.489 3.742 0.774
H -3.170 1.532 -2.220
H -1.999 2.753 -2.698
H -3.740 3.172 -2.682
C 1.058 -0.992 -2.451
P 0.853 -0.820 -0.668
C -0.210 -2.220 -0.209
C -1.607 -2.028 -0.444
C -2.501 -3.002 -0.057
C -2.044 -4.186 0.539
C -0.630 -4.381 0.763
C 0.261 -3.397 0.347
C 2.480 -1.090 0.102
C 3.581 -0.513 -0.571
C 4.815 -0.374 0.072
C 4.928 -0.748 1.435
C 3.821 -1.289 2.113
C 2.603 -1.448 1.464
H 0.052 -1.094 -2.882
H 1.713 -1.856 -2.673
H 1.499 -0.065 -2.843
H -1.958 -1.104 -0.917
H -3.590 -2.871 -0.241
H -2.721 -4.938 0.876
H -0.269 -5.290 1.217
H 1.360 -3.548 0.466
H 3.521 -0.172 -1.616
H 5.701 0.045 -0.417
H 5.847 -0.615 1.993
H 3.868 -1.595 3.172
H 1.708 -1.861 1.951
```


5.
The following is a DFT calculation (the ωB97M-V functional and the def2-TZVPD basis) of the molecule C21H20F3N3O2.

Summary:
ΔE to the lowest compared entry with this formula, charge and spin in kcal per mole: 0.0
HOMO in eV: -8.16
SMILES: O=C(Cc1cc2cccnn2c1-c1cccc(C(F)(F)F)c1)N1CCC[C@@H]1CO
E in eV: -38818.8131
Multiplicity: 1

XYZ file:
```
49
C21H20F3N3O2 | the Open Molecules 2025 dataset | the ωB97M-V functional and the def2-TZVPD basis
O 3.433 -0.422 1.354
F -4.103 -0.708 0.400
F -5.465 0.862 1.043
F -5.109 0.556 -1.145
N -0.700 1.363 -3.584
O 3.756 -2.556 2.860
C 2.256 -0.131 1.240
C -0.380 0.992 -4.810
C 0.923 0.405 -5.206
C 1.894 0.307 -4.224
C 2.295 0.743 -1.756
C 1.543 0.765 -2.898
C 0.217 1.513 -1.221
C 1.461 1.261 -0.664
C -2.130 3.261 1.215
C -0.956 2.943 0.483
C -3.308 2.550 1.082
C -2.235 1.173 -0.622
C -0.988 1.902 -0.468
C -3.372 1.450 0.164
N 0.278 1.258 -2.598
N 1.330 -1.126 1.477
C 1.906 1.294 0.818
C -4.561 0.522 0.101
C -0.121 -0.935 1.425
C -0.702 -2.228 1.980
C 2.342 -2.815 2.991
C 0.306 -3.269 1.551
C 1.664 -2.540 1.648
H 3.875 -1.728 2.300
H -1.146 1.016 -5.566
H 1.068 -0.015 -6.181
H 2.803 -0.241 -4.425
H 3.312 0.383 -1.638
H -2.037 4.105 1.910
H -0.038 3.483 0.609
H -4.202 2.864 1.609
H -2.286 0.403 -1.374
H 1.099 1.678 1.479
H 2.766 1.965 0.915
H -0.466 -0.819 0.358
H -0.473 -0.124 2.028
H -0.779 -2.188 3.098
H -1.703 -2.471 1.616
H 1.912 -2.192 3.789
H 2.169 -3.835 3.316
H 0.219 -4.223 2.116
H 0.108 -3.538 0.507
H 2.326 -2.913 0.899
```


6.
The following is a DFT calculation (the ωB97M-V functional and the def2-TZVPD basis) of a structure of composition C21H20I2N3O2Ti.

Summary:
ΔE to the lowest compared entry with this formula, charge and spin in kcal per mole: 2.0
HOMO in eV: -11.43
Total charge: +1
E in eV: -69979.3346
Multiplicity: 1

XYZ file:
```
49
C21H20I2N3O2Ti | the Open Molecules 2025 dataset | the ωB97M-V functional and the def2-TZVPD basis
Ti -0.257 0.974 0.262
C 0.723 4.957 1.024
C 1.072 3.556 0.652
O 0.150 2.653 0.934
C 2.262 3.194 0.102
C 2.651 1.838 -0.114
C 4.081 1.534 -0.424
N 1.782 0.860 -0.006
N 2.284 -0.428 -0.147
C 1.361 -1.278 0.133
O 0.151 -0.823 0.500
C 1.566 -2.728 0.078
C 2.838 -3.250 -0.157
C 3.018 -4.620 -0.205
C 1.937 -5.475 -0.024
C 0.671 -4.957 0.206
C 0.483 -3.586 0.258
H 0.526 5.007 2.096
H -0.190 5.261 0.509
H 1.523 5.646 0.771
H 3.001 3.960 -0.074
H 4.642 2.449 -0.590
H 4.147 0.886 -1.297
H 4.527 0.984 0.405
H 3.671 -2.576 -0.295
H 4.005 -5.027 -0.384
H 2.084 -6.546 -0.062
H -0.172 -5.622 0.343
H -0.506 -3.177 0.425
I -1.946 0.683 2.692
C -2.007 -1.453 2.843
I -3.394 -2.392 1.563
H -2.281 -1.661 3.870
H -1.006 -1.796 2.609
C -0.314 1.269 -1.796
C -1.743 1.082 -1.599
C -2.468 2.048 -0.874
C -3.788 1.821 -0.494
C -4.390 0.614 -0.805
C -3.674 -0.372 -1.500
C -2.369 -0.154 -1.868
C -5.738 0.347 -0.385
N -6.806 0.125 -0.027
H 0.026 2.287 -1.983
H 0.201 0.524 -2.393
H -2.017 3.016 -0.683
H -4.344 2.579 0.041
H -4.160 -1.309 -1.737
H -1.816 -0.921 -2.394
```


7.
The following is a DFT calculation (the ωB97M-V functional and the def2-TZVPD basis) of a structure of composition C21H20IrN3O6S2.

Summary:
ΔE to the lowest compared entry with this formula, charge and spin in kcal per mole: 84.8
HOMO (spin up / spin down) in eV: -10.89 / -10.81
Total charge: +1
E in eV: -63356.8378
Multiplicity: 2

XYZ file:
```
53
C21H20IrN3O6S2 | the Open Molecules 2025 dataset | the ωB97M-V functional and the def2-TZVPD basis
Ir -0.124 -0.086 -0.564
C -1.839 3.333 -1.755
O -0.867 4.327 -1.376
C 0.310 4.045 -0.848
C 1.247 5.082 -0.868
C 2.514 4.891 -0.372
C 2.898 3.652 0.177
C 2.001 2.621 0.271
C 2.440 1.356 0.840
N 1.666 0.350 0.888
N 2.148 -0.829 1.410
C 1.280 -1.769 1.211
O 0.080 -1.581 0.657
C 1.546 -3.146 1.662
C 2.568 -3.403 2.575
C 2.820 -4.704 2.970
C 2.064 -5.751 2.455
C 1.052 -5.497 1.541
C 0.787 -4.195 1.146
C 0.645 2.805 -0.184
O -0.295 1.966 0.055
H -2.528 3.864 -2.404
H -2.360 2.948 -0.883
H -1.365 2.518 -2.296
H 0.953 6.023 -1.312
H 3.229 5.700 -0.422
H 3.910 3.506 0.529
H 3.466 1.262 1.196
H 3.155 -2.581 2.960
H 3.612 -4.907 3.679
H 2.268 -6.767 2.766
H 0.473 -6.313 1.131
H 0.008 -3.985 0.426
C 1.499 -0.720 -4.383
S 0.973 -0.448 -2.745
O 0.315 0.890 -2.632
O 2.089 -0.516 -1.812
O -0.059 -1.463 -2.370
H 2.069 0.151 -4.695
H 0.620 -0.863 -5.007
H 2.121 -1.612 -4.376
S -2.370 -0.101 0.060
C -2.112 0.287 1.750
N -1.564 -0.655 2.547
C -1.344 -0.499 3.860
C -1.711 0.672 4.475
C -2.282 1.677 3.698
C -2.480 1.489 2.342
H -1.220 -1.486 2.066
H -0.881 -1.329 4.374
H -1.556 0.794 5.536
H -2.564 2.615 4.157
H -2.911 2.256 1.717
```


8.
The following is a DFT calculation (the ωB97M-V functional and the def2-TZVPD basis) of a structure of composition C21H20N2O2.

Summary:
ΔE to the lowest compared entry with this formula, charge and spin in kcal per mole: 361.6
HOMO in eV: -7.78
E in eV: -29161.8117
Multiplicity: 1

XYZ file:
```
45
C21H20N2O2 | the Open Molecules 2025 dataset | the ωB97M-V functional and the def2-TZVPD basis
C -0.725 -1.132 2.330
N -1.376 -0.618 1.053
C -1.012 0.471 0.469
O -1.352 1.016 -0.608
C -0.079 1.673 1.244
N 0.819 2.457 0.488
C 0.678 3.799 0.433
C 1.333 4.172 -0.842
C 2.104 3.089 -1.313
C 1.666 1.990 -0.448
C 2.225 0.409 -0.673
O 1.679 -0.388 -0.148
C 3.119 0.511 -1.614
C 3.089 -0.784 -2.503
C 4.031 -0.922 -3.529
C 5.378 -0.215 -3.282
C 5.396 0.880 -2.315
C 4.479 1.086 -1.458
H 4.462 1.681 -0.826
H 6.453 1.244 -2.302
H 6.057 -0.426 -4.171
H 4.145 -1.825 -4.092
H 2.202 -1.362 -2.522
H 2.950 3.035 -1.892
H 1.343 5.062 -1.329
H -0.235 4.162 0.909
H -0.608 2.252 2.059
H 0.742 0.721 1.812
C -1.917 -1.461 0.270
C -3.346 -1.798 0.948
C -3.689 -3.206 1.146
C -4.918 -3.315 1.735
C -5.766 -2.388 2.154
C -5.442 -0.909 1.795
C -4.208 -0.706 1.161
H -3.942 0.023 0.855
H -6.207 -0.213 1.862
H -6.569 -2.610 2.856
H -5.106 -4.425 2.114
H -2.830 -4.021 0.996
H -2.215 -0.987 -0.574
H -1.209 -2.483 0.154
H -1.199 -1.924 2.501
H 0.361 -1.230 2.178
H -0.761 -0.387 2.922
```